(1)
{"formula": "C4H12", "method": "the ωB97M-V functional and the def2-TZVPD basis", "symbols": ["C", "C", "H", "H", "H", "H", "H", "H", "C", "C", "H", "H", "H", "H", "H", "H"], "xyz": [[-0.460, 1.214, 1.424], [-0.599, 2.580, 0.707], [0.489, 0.619, 1.145], [-0.613, 1.308, 2.537], [-1.209, 0.378, 1.259], [-1.699, 2.934, 0.686], [-0.214, 2.558, -0.417], [0.172, 3.202, 1.344], [0.545, -1.933, -0.358], [0.519, -1.804, -1.831], [1.090, -1.052, 0.189], [-0.458, -1.847, 0.108], [0.816, -2.921, 0.152], [1.411, -2.234, -2.174], [-0.240, -2.519, -2.265], [0.423, -0.765, -2.215]], "lowdin_charge": [-0.233, -0.196, 0.054, 0.067, 0.058, 0.076, 0.086, 0.087, -0.221, -0.189, 0.072, 0.050, 0.088, 0.034, 0.087, 0.081], "smiles": "CC.CC", "e_homo_ev": -11.1, "orbital_gap_ha": 0.449}

---

(2)
{"formula": "CH5O2", "method": "the ωB97M-V functional and the def2-TZVPD basis", "symbols": ["O", "H", "C", "O", "H", "H", "H", "H"], "xyz": [[-1.614, -1.049, 0.361], [-1.769, -1.704, -0.296], [0.656, 0.739, -0.254], [0.776, -0.222, 0.818], [1.061, 1.675, 0.166], [-0.389, 0.942, -0.464], [1.334, 0.399, -1.034], [-0.057, -0.779, 0.703]], "lowdin_charge": [-0.509, -0.173, -0.212, -0.236, 0.048, 0.052, 0.051, -0.022], "e_homo_ev": -3.0, "orbital_gap_ha": 0.284, "total_charge": -1}

---

(3)
{"formula": "C5H11Br2NOPS", "method": "the ωB97M-V functional and the def2-TZVPD basis", "symbols": ["C", "C", "Br", "C", "Br", "S", "P", "O", "H", "H", "H", "H", "H", "H", "H", "H", "C", "C", "N", "H", "H", "H"], "xyz": [[0.080, -1.835, 0.913], [-0.615, -0.818, 0.021], [0.282, -0.737, -1.685], [-0.691, 0.626, 0.555], [0.241, 1.000, 2.204], [-2.452, 1.148, 0.737], [-3.523, -0.564, 1.585], [-4.147, -1.246, 0.457], [-0.103, -2.817, 0.484], [1.151, -1.677, 0.938], [-0.333, -1.838, 1.918], [-1.603, -1.212, -0.212], [-0.291, 1.315, -0.180], [-2.397, 2.014, 1.764], [-4.354, -0.004, 2.567], [-2.495, -1.274, 2.218], [3.752, 1.324, -2.825], [3.130, 1.314, -1.511], [2.636, 1.303, -0.477], [3.217, 0.652, -3.493], [3.728, 2.331, -3.235], [4.786, 0.996, -2.743]], "lowdin_charge": [-0.179, -0.860, 0.811, -0.994, 0.778, 0.892, 0.595, -0.390, 0.092, 0.079, 0.050, 0.048, 0.019, -0.025, 0.027, 0.019, -0.052, -0.299, 0.125, 0.082, 0.090, 0.092], "e_homo_ev": -13.6, "orbital_gap_ha": 0.340, "total_charge": 1}

---

(4)
{"formula": "C36H106N4O19", "method": "the ωB97M-V functional and the def2-TZVPD basis", "symbols": ["C", "C", "C", "C", "C", "C", "N", "O", "C", "C", "C", "H", "H", "H", "H", "H", "H", "H", "H", "H", "H", "H", "H", "H", "H", "H", "H", "H", "H", "H", "C", "C", "C", "C", "C", "C", "N", "O", "C", "C", "C", "H", "H", "H", "H", "H", "H", "H", "H", "H", "H", "H", "H", "H", "H", "H", "H", "H", "H", "H", "C", "C", "C", "C", "C", "C", "N", "O", "C", "C", "C", "H", "H", "H", "H", "H", "H", "H", "H", "H", "H", "H", "H", "H", "H", "H", "H", "H", "H", "H", "C", "C", "C", "C", "C", "C", "N", "O", "C", "C", "C", "H", "H", "H", "H", "H", "H", "H", "H", "H", "H", "H", "H", "H", "H", "H", "H", "H", "H", "H", "O", "H", "H", "O", "H", "H", "O", "H", "H", "O", "H", "H", "O", "H", "H", "O", "H", "H", "O", "H", "H", "O", "H", "H", "O", "H", "H", "O", "H", "H", "O", "H", "H", "O", "H", "H", "O", "H", "H", "O", "H", "H", "O", "H", "H"], "xyz": [[-1.078, 6.365, 5.519], [-1.181, 5.459, 6.835], [-2.548, 5.365, 7.443], [-3.555, 4.582, 6.636], [-2.959, 3.143, 6.570], [-1.572, 3.101, 6.013], [-0.665, 4.077, 6.710], [0.699, 3.986, 6.254], [-0.994, 1.639, 6.281], [-1.560, 3.212, 4.466], [-0.301, 6.069, 7.939], [-1.979, 6.237, 4.918], [-0.265, 5.964, 4.914], [-0.892, 7.431, 5.644], [-2.424, 4.986, 8.458], [-2.774, 6.423, 7.577], [-3.705, 4.927, 5.613], [-4.520, 4.524, 7.139], [-3.671, 2.515, 6.034], [-2.982, 2.845, 7.618], [-1.534, 0.898, 5.692], [0.077, 1.528, 6.115], [-1.115, 1.215, 7.278], [-1.345, 4.239, 4.172], [-0.733, 2.633, 4.056], [-2.457, 2.884, 3.940], [-0.744, 7.033, 8.189], [0.710, 6.327, 7.625], [-0.270, 5.501, 8.868], [0.716, 4.529, 5.462], [0.520, -1.429, -8.644], [-0.774, -1.565, -7.869], [-1.692, -2.567, -8.586], [-2.775, -3.129, -7.683], [-2.284, -3.538, -6.333], [-1.509, -2.423, -5.595], [-0.456, -1.917, -6.451], [0.257, -0.888, -5.803], [-2.506, -1.411, -5.105], [-0.888, -3.074, -4.303], [-1.442, -0.158, -7.892], [0.317, -1.409, -9.715], [1.139, -2.321, -8.554], [1.112, -0.570, -8.328], [-2.223, -2.091, -9.411], [-1.178, -3.340, -9.158], [-3.211, -3.969, -8.224], [-3.588, -2.409, -7.589], [-1.593, -4.380, -6.362], [-3.107, -3.854, -5.692], [-2.074, -0.488, -4.718], [-3.194, -0.929, -5.799], [-3.109, -1.733, -4.256], [-0.217, -3.900, -4.539], [-0.322, -2.343, -3.725], [-1.624, -3.441, -3.588], [-2.475, -0.143, -7.544], [-1.508, 0.085, -8.952], [-0.890, 0.706, -7.524], [0.998, -1.350, -5.405], [3.445, 0.812, 1.133], [2.019, 0.438, 1.372], [1.149, 1.146, 0.241], [1.148, 0.450, -1.098], [0.766, -1.002, -0.899], [1.704, -1.821, 0.078], [1.871, -1.053, 1.328], [2.598, -1.713, 2.408], [0.918, -3.064, 0.398], [3.122, -2.142, -0.397], [1.562, 0.965, 2.722], [4.127, 0.022, 1.449], [3.847, 1.698, 1.623], [3.673, 0.943, 0.076], [0.120, 1.395, 0.498], [1.554, 2.153, 0.146], [2.131, 0.526, -1.563], [0.473, 0.976, -1.773], [0.892, -1.435, -1.891], [-0.257, -0.995, -0.523], [-0.022, -2.777, 0.869], [0.672, -3.582, -0.529], [1.395, -3.737, 1.110], [3.695, -2.821, 0.235], [3.021, -2.711, -1.321], [3.641, -1.185, -0.460], [0.556, 0.582, 2.898], [1.444, 2.048, 2.700], [2.169, 0.619, 3.558], [1.921, -1.858, 3.073], [-4.624, -0.552, 0.066], [-4.138, -0.828, -1.310], [-2.972, -1.837, -1.209], [-3.496, -3.275, -1.072], [-4.435, -3.582, -2.220], [-5.653, -2.601, -2.389], [-5.163, -1.229, -2.326], [-6.180, -0.271, -2.497], [-6.235, -2.980, -3.853], [-6.813, -2.947, -1.387], [-3.522, 0.503, -1.827], [-3.769, -0.321, 0.700], [-5.176, -1.355, 0.555], [-5.327, 0.280, 0.023], [-2.250, -1.795, -2.024], [-2.339, -1.547, -0.370], [-4.053, -3.403, -0.143], [-2.675, -3.988, -1.145], [-4.875, -4.562, -2.035], [-3.848, -3.702, -3.131], [-6.546, -4.015, -3.998], [-7.106, -2.358, -4.057], [-5.616, -2.889, -4.746], [-7.611, -2.218, -1.247], [-7.191, -3.954, -1.565], [-6.335, -3.169, -0.433], [-4.306, 1.251, -1.945], [-3.004, 0.512, -2.786], [-2.854, 0.931, -1.079], [-5.749, 0.117, -3.263], [7.168, -1.712, 1.090], [7.654, -0.889, 1.131], [6.531, -1.651, 1.802], [3.251, 3.892, -1.787], [2.442, 4.058, -1.303], [3.678, 4.747, -1.841], [3.837, 2.125, 4.847], [3.224, 1.389, 4.839], [4.584, 1.820, 4.333], [1.023, 4.715, 1.464], [1.758, 5.085, 0.974], [1.399, 4.466, 2.309], [3.832, 1.843, -3.834], [3.675, 2.520, -3.175], [2.974, 1.690, -4.230], [2.775, -0.705, 5.787], [1.996, -1.121, 5.419], [2.754, -0.936, 6.716], [3.877, -6.207, 0.863], [2.939, -6.031, 0.930], [4.256, -5.787, 1.635], [5.165, -5.012, -1.670], [5.901, -4.726, -1.129], [4.534, -5.370, -1.046], [2.694, 4.357, 3.896], [3.497, 4.552, 3.414], [2.922, 3.615, 4.455], [1.334, 1.358, -4.571], [0.747, 0.638, -4.799], [0.760, 2.029, -4.201], [0.494, -2.394, 4.494], [-0.391, -2.313, 4.849], [0.704, -3.324, 4.582], [5.078, -3.559, -3.924], [4.915, -4.006, -3.093], [5.305, -2.663, -3.673], [6.558, 1.991, 0.888], [5.878, 2.652, 1.015], [7.323, 2.486, 0.595], [6.237, 1.107, 3.549], [6.510, 1.294, 2.650], [7.056, 0.974, 4.026], [5.427, -1.550, 3.372], [4.589, -1.344, 2.959], [5.558, -0.851, 4.012]], "lowdin_charge": [0.006, -0.502, -0.170, -0.153, -0.155, -0.463, -0.079, -0.010, -0.038, -0.015, -0.049, 0.068, 0.059, 0.083, 0.125, 0.122, 0.105, 0.110, 0.121, 0.117, 0.072, 0.065, 0.071, 0.059, 0.061, 0.089, 0.078, 0.082, 0.089, 0.046, -0.044, -0.475, -0.130, -0.187, -0.134, -0.493, -0.077, -0.042, -0.051, -0.011, -0.031, 0.086, 0.089, 0.086, 0.119, 0.120, 0.115, 0.109, 0.123, 0.114, 0.074, 0.072, 0.060, 0.089, 0.059, 0.061, 0.067, 0.079, 0.084, 0.116, -0.039, -0.453, -0.117, -0.190, -0.101, -0.489, -0.071, -0.025, -0.045, -0.003, -0.023, 0.073, 0.076, 0.086, 0.117, 0.094, 0.107, 0.105, 0.110, 0.098, 0.080, 0.087, 0.071, 0.080, 0.083, 0.078, 0.088, 0.075, 0.053, 0.047, -0.041, -0.492, -0.137, -0.168, -0.143, -0.437, -0.112, -0.002, -0.034, -0.025, -0.028, 0.090, 0.080, 0.091, 0.093, 0.096, 0.105, 0.109, 0.118, 0.092, 0.073, 0.069, 0.057, 0.084, 0.076, 0.058, 0.076, 0.069, 0.082, 0.101, -0.061, 0.013, -0.029, -0.029, 0.030, 0.049, -0.041, 0.003, 0.005, -0.055, 0.018, -0.021, -0.076, -0.031, -0.042, -0.034, -0.008, 0.047, -0.034, 0.034, 0.047, -0.038, 0.061, 0.014, -0.057, 0.043, -0.009, -0.031, 0.013, 0.059, -0.025, 0.059, 0.061, -0.074, -0.045, 0.023, -0.027, 0.043, 0.060, -0.043, 0.000, 0.068, -0.053, -0.003, 0.022], "e_homo_ev": -8.1, "orbital_gap_ha": 0.288}

---

(5)
{"formula": "C21H12AuCl5N2O3", "method": "the ωB97M-V functional and the def2-TZVPD basis", "symbols": ["Au", "C", "O", "C", "C", "C", "C", "C", "C", "N", "N", "C", "O", "C", "C", "C", "C", "C", "C", "C", "O", "H", "H", "H", "H", "H", "H", "H", "H", "H", "H", "H", "H", "Cl", "C", "C", "C", "Cl", "C", "Cl", "C", "Cl", "C", "Cl"], "xyz": [[-0.355, -0.887, -0.686], [1.568, -3.534, -3.218], [2.915, -3.075, -3.125], [3.325, -2.091, -2.288], [4.608, -1.642, -2.510], [5.179, -0.634, -1.726], [4.455, -0.047, -0.723], [3.140, -0.457, -0.450], [2.447, 0.185, 0.609], [1.204, -0.015, 0.916], [0.659, 0.440, 1.996], [-0.643, 0.113, 2.172], [-1.274, -0.682, 1.441], [-1.312, 0.703, 3.353], [-2.695, 0.546, 3.464], [-3.364, 1.026, 4.575], [-2.656, 1.655, 5.590], [-1.283, 1.823, 5.476], [-0.609, 1.351, 4.363], [2.551, -1.540, -1.205], [1.400, -2.038, -0.925], [1.570, -4.231, -4.053], [0.877, -2.718, -3.431], [1.250, -4.047, -2.314], [5.157, -2.093, -3.326], [6.191, -0.311, -1.928], [4.894, 0.753, -0.140], [3.021, 0.893, 1.210], [-3.226, 0.049, 2.665], [-4.435, 0.895, 4.658], [-3.176, 2.019, 6.467], [-0.737, 2.315, 6.271], [0.462, 1.477, 4.274], [0.411, 1.236, -2.839], [-1.299, 1.164, -2.558], [-1.773, 0.244, -1.632], [-3.149, 0.175, -1.436], [-3.806, -1.015, -0.381], [-4.023, 1.015, -2.129], [-5.719, 0.901, -1.883], [-3.516, 1.943, -3.037], [-4.580, 2.988, -3.886], [-2.143, 2.015, -3.264], [-1.511, 3.131, -4.405]], "lowdin_charge": [1.101, -0.060, -0.066, -0.200, 0.008, -0.074, -0.062, -0.137, -0.053, -0.055, 0.098, -0.409, -0.088, -0.149, -0.015, -0.070, -0.079, -0.078, -0.028, -0.268, -0.169, 0.093, 0.087, 0.087, 0.125, 0.107, 0.111, 0.134, 0.103, 0.105, 0.104, 0.103, 0.106, 0.678, -0.708, -0.320, -0.706, 0.700, -0.709, 0.689, -0.706, 0.693, -0.713, 0.691], "e_homo_ev": [-8.2, -8.0], "s_squared": 2.054, "orbital_gap_ha": [0.280, 0.194], "multiplicity": 3}

---

(6)
{"formula": "C3H8FN2O3PS2", "method": "the ωB97M-V functional and the def2-TZVPD basis", "symbols": ["C", "C", "C", "N", "N", "O", "O", "O", "F", "P", "S", "S", "H", "H", "H", "H", "H", "H", "H", "H"], "xyz": [[0.760, -1.569, 2.925], [-0.531, 1.292, -2.158], [1.822, -1.107, 1.954], [1.355, -1.130, 0.614], [-0.358, 1.278, -0.757], [-0.207, -2.191, 2.714], [-0.828, 0.687, 1.687], [-1.361, -1.021, 0.013], [1.142, -1.346, 4.216], [-1.476, 0.615, 0.184], [-3.310, 1.322, -0.008], [1.753, -0.034, -0.506], [-1.510, 1.316, -2.574], [-0.034, 2.138, -2.711], [0.011, 0.277, -2.583], [2.674, -1.736, 2.074], [2.398, -0.236, 2.259], [0.674, -1.752, 0.337], [-0.642, 1.701, 1.663], [-2.227, -1.465, -0.091]], "lowdin_charge": [-0.448, -0.292, -0.180, -0.446, -0.343, 0.196, -0.242, -0.248, 0.090, 0.046, 0.228, 0.940, 0.038, 0.078, 0.091, 0.124, 0.131, 0.037, 0.117, 0.085], "e_homo_ev": [-8.5, -8.6], "orbital_gap_ha": [0.236, 0.244]}

---

Values for largest force on an atom, eV/Å, ordered as above
4.31 2.62 1.05 3.02 1.44 4.57
Values for E_tot, Eh, ordered as above
-159.536553 -191.559828 -6214.370538 -3083.616913 -3579.197591 -1691.934089